{
  "formula": "C2H6Cl2NPS",
  "method": "ωB97M-V/def2-TZVPD",
  "elements": ["S", "P", "Cl", "Cl", "H", "C", "N", "C", "H", "H", "H", "H", "H"],
  "coordinates": [[-1.3600, -2.1277, 0.1277], [0.2956, -1.8460, 1.4126], [1.5298, -3.2699, 0.7270], [-0.3700, -2.8766, 2.9827], [-2.0442, -1.0521, 0.5300], [1.4132, 1.1857, -0.3084], [0.6438, 2.1614, -0.5387], [-0.5834, 1.6926, -0.9790], [2.2960, 1.1575, 0.1778], [0.9705, 0.2040, -0.5719], [-1.3451, 1.6839, -0.2725], [-1.0194, 2.4175, -1.8055], [-0.4267, 0.6699, -1.4817]],
  "lowdin_charge": [0.281, -0.283, 0.130, 0.120, -0.193, -0.069, -0.069, -0.216, 0.035, 0.027, 0.044, 0.113, 0.079],
  "e_homo_ev": -9.79,
  "energy_ev": -48830.07244,
  "relative_energy_kj_mol": 173.5,
  "smiles": "SP(Cl)Cl.C=NC",
  "homo_lumo_gap_ev": 10.27
}